{"formula": "C5H7PS", "method": "wB97M-V/def2-TZVPD", "e_tot_ev": -25421.16331, "multiplicity": 1, "de_lowest_kcal_mol": 18.0, "lumo_ha": -0.018, "total_charge": 0, "homo_ev": -8.593, "elements": ["C", "C", "C", "P", "S", "C", "C", "H", "H", "H", "H", "H", "H", "H"], "positions_angstrom": [[-0.037, -1.636, -0.309], [-0.155, -0.190, -0.077], [-1.144, 0.609, -0.656], [-0.987, 2.272, 0.066], [-2.544, 3.189, 0.792], [0.405, 1.731, 1.095], [0.777, 0.445, 0.867], [-0.997, -2.177, 0.012], [0.858, -1.968, 0.166], [0.054, -1.990, -1.351], [-1.996, 0.258, -1.160], [-0.129, 3.218, -0.710], [0.996, 2.485, 1.681], [1.700, -0.007, 1.380]]}